[1]
A structure of composition C15H60CsN30O15, computed with wB97M-V/def2-TZVPD.

The geometry in XYZ format:
```
121
Properties=species:S:1:pos:R:3:forces:R:3
Cs 20.089 5.877 18.560 0.006 -0.091 0.277
O 15.854 5.550 20.857 0.832 1.187 1.906
O 16.310 0.780 21.688 0.055 -0.140 0.676
O 18.708 12.194 18.675 -0.805 -1.900 -0.137
O 20.126 4.558 15.066 -1.001 0.163 -0.203
O 21.835 0.493 16.488 -0.629 -1.220 0.467
O 23.580 8.303 18.762 -3.684 0.884 0.310
O 20.413 4.404 21.770 -0.464 -0.827 -1.731
O 19.779 8.203 21.205 0.601 -1.128 -3.588
O 18.790 2.929 18.412 0.563 3.763 0.230
O 17.800 7.639 17.288 2.587 1.609 0.262
O 19.977 -0.648 23.050 0.945 0.398 0.803
O 20.887 9.842 15.761 -0.149 -0.208 0.264
O 23.346 11.067 20.943 -0.174 -0.326 -0.077
O 22.453 8.080 24.198 0.021 -1.039 -0.090
O 22.964 4.460 18.347 -2.595 2.137 -3.122
N 20.339 5.294 23.784 -5.359 1.733 4.188
N 17.247 1.386 18.234 -5.778 -2.266 0.069
N 24.906 3.769 19.083 4.126 0.087 -1.983
N 21.717 10.872 19.453 -8.577 -2.676 -0.269
N 22.044 2.680 16.441 1.155 5.884 5.322
N 18.915 10.077 18.005 3.745 -3.162 -3.317
N 18.289 5.823 14.729 -0.774 3.245 -0.966
N 23.218 3.526 20.359 -0.852 -1.210 2.638
N 21.769 1.764 14.672 -1.457 -2.681 -9.012
N 17.298 10.558 19.303 -4.460 -1.381 2.577
N 17.972 3.763 15.131 -0.754 -2.762 0.542
N 15.735 8.670 17.450 0.348 2.846 0.508
N 20.862 8.298 14.079 -3.043 1.119 -4.260
N 21.808 7.709 15.799 1.085 0.419 3.329
N 25.249 7.117 18.076 2.895 -4.405 -2.768
N 16.006 6.589 16.902 -3.003 -3.307 -1.391
N 19.571 8.224 23.363 0.784 -3.933 5.447
N 22.239 4.915 23.013 3.825 -0.793 -0.462
N 20.130 1.338 22.021 -1.784 5.751 1.106
N 21.167 -0.223 21.244 5.217 -3.750 -4.955
N 19.286 0.887 17.786 1.447 -2.679 -0.947
N 23.991 9.412 23.234 1.988 0.664 -0.040
N 22.742 8.173 21.957 -0.863 -1.875 -3.207
N 23.557 11.580 18.794 3.465 1.962 -3.220
N 15.931 4.213 19.083 2.002 -1.426 -1.063
N 25.640 8.799 19.379 2.623 1.967 1.966
N 17.243 2.631 22.491 1.505 4.305 0.913
N 14.099 5.191 19.532 -5.119 1.838 -0.261
N 16.828 1.043 23.884 -0.320 -1.596 3.711
N 18.974 9.956 22.390 -1.127 3.864 -2.028
C 21.119 8.743 15.290 1.264 -0.656 0.100
C 22.843 11.191 19.804 6.317 0.594 3.308
C 16.595 7.687 17.187 0.238 0.256 0.896
C 18.890 4.698 14.954 2.943 -1.428 0.904
C 23.630 3.953 19.180 -0.455 -0.560 2.635
C 20.946 4.798 22.788 2.522 -0.373 -2.025
C 18.307 10.987 18.626 1.841 6.934 1.191
C 18.441 1.810 18.118 2.144 1.753 1.215
C 19.483 8.761 22.224 -0.809 1.329 -0.500
C 15.320 5.045 19.913 1.922 -0.965 -0.219
C 21.847 1.570 15.904 1.097 -2.829 2.622
C 24.755 8.083 18.768 -1.803 0.430 -0.464
C 20.494 0.126 22.233 -4.890 -2.347 3.888
C 16.753 1.430 22.646 -1.124 -2.488 -4.607
C 23.050 8.450 23.176 -0.235 2.436 3.963
H 13.528 5.773 20.128 -0.280 -0.175 -0.399
H 22.064 2.541 14.098 -0.155 -0.156 0.625
H 16.914 4.073 19.270 0.008 -0.556 -0.721
H 19.744 10.363 17.504 -0.301 -0.354 -0.395
H 22.572 5.321 23.876 0.039 0.122 -0.366
H 26.252 7.021 18.007 -0.250 -0.105 -0.168
H 16.406 0.174 24.180 0.219 0.116 -0.267
H 21.667 6.801 15.379 0.337 -0.009 0.922
H 18.861 6.569 14.358 -0.565 0.337 0.043
H 21.330 7.504 13.667 -0.221 0.546 -0.002
H 20.243 8.877 13.529 0.297 -0.227 -0.444
H 23.991 3.198 20.920 -0.896 -0.179 0.538
H 21.256 10.299 20.145 -0.912 0.178 -0.402
H 21.922 3.516 15.887 -0.054 0.078 0.800
H 19.677 8.814 24.176 0.112 -0.731 0.032
H 16.582 5.850 16.525 -0.643 -0.120 0.439
H 19.789 7.238 23.384 0.534 0.490 0.452
H 25.480 3.327 19.786 0.057 0.297 -0.565
H 15.381 3.776 18.357 0.891 -0.208 0.128
H 16.498 1.823 18.752 0.544 0.113 0.222
H 21.845 7.739 21.795 0.167 0.069 -0.408
H 21.619 0.878 14.211 0.040 0.298 -0.790
H 25.371 9.713 19.715 0.294 -0.260 0.313
H 17.015 3.179 23.308 0.519 0.687 -0.435
H 17.551 1.428 24.474 -0.266 -0.267 -0.074
H 19.462 1.776 22.639 0.147 0.199 -0.498
H 14.726 8.633 17.427 0.408 -0.246 -0.194
H 22.300 3.634 20.767 -0.237 0.036 -0.329
H 18.244 2.845 15.453 -0.237 0.144 -0.066
H 18.910 -0.024 18.006 1.251 -0.353 -0.701
H 25.267 4.220 18.254 0.755 -0.525 0.337
H 23.150 11.537 17.870 0.548 -0.007 0.092
H 23.218 8.715 21.249 -0.673 -0.223 -0.427
H 24.306 9.777 22.347 -0.122 0.423 0.353
H 17.296 5.707 14.586 0.386 1.291 -0.564
H 17.592 3.119 21.678 -0.620 -0.532 -0.092
H 19.335 5.302 23.670 -0.041 -0.048 0.539
H 22.944 4.587 22.369 -0.360 0.262 0.190
H 21.438 -1.196 21.235 0.375 0.336 -0.761
H 20.735 5.514 24.686 -0.034 -0.007 -0.360
H 24.218 9.975 24.042 -0.378 -0.618 -0.006
H 22.283 2.708 17.422 -0.172 0.545 -0.363
H 26.580 8.431 19.368 -0.031 0.936 0.430
H 18.732 10.319 23.301 -0.052 -0.011 -0.598
H 16.692 11.174 19.826 0.276 -0.086 -0.209
H 16.150 9.580 17.591 -0.385 0.101 0.017
H 24.721 6.447 17.534 -0.374 0.469 0.397
H 18.568 9.138 17.875 0.107 -0.085 -0.134
H 20.386 1.729 21.126 -0.730 0.800 0.717
H 15.003 6.701 16.919 0.088 -1.446 -0.601
H 22.211 7.961 16.691 0.489 -1.111 0.372
H 18.808 10.486 21.547 -0.025 0.421 0.382
H 17.071 9.577 19.232 -0.099 0.270 0.655
H 21.390 0.516 20.592 0.765 -1.351 -0.411
H 21.332 11.051 18.536 -0.070 -0.211 0.514
H 17.001 4.014 15.016 0.292 -0.777 0.109
H 20.192 1.080 17.383 0.266 -0.625 0.315
H 13.756 4.843 18.648 -0.154 0.192 0.562
H 24.563 11.587 18.888 -0.390 0.448 -0.149
H 17.115 0.401 18.055 -0.504 0.274 0.087
```
Positions in Å, forces in eV/Å.

The net charge is +1. The HOMO energy is -0.39831 Eh. For the HOMO-LUMO gap, the calculation gives 8.248 eV.

Löwdin population analysis, charges in e, atoms 1 to 99:
1. Cs 0.890
2. O 0.067
3. O 0.005
4. O -0.024
5. O -0.017
6. O 0.023
7. O 0.046
8. O -0.012
9. O 0.000
10. O -0.065
11. O -0.068
12. O 0.014
13. O 0.058
14. O -0.015
15. O -0.030
16. O -0.031
17. N 0.174
18. N 0.201
19. N 0.186
20. N 0.234
21. N 0.193
22. N 0.198
23. N 0.179
24. N 0.188
25. N 0.188
26. N 0.163
27. N 0.190
28. N 0.196
29. N 0.141
30. N 0.154
31. N 0.183
32. N 0.184
33. N 0.187
34. N 0.194
35. N 0.175
36. N 0.174
37. N 0.210
38. N 0.160
39. N 0.201
40. N 0.178
41. N 0.159
42. N 0.203
43. N 0.154
44. N 0.169
45. N 0.178
46. N 0.189
47. C -0.707
48. C -0.806
49. C -0.741
50. C -0.720
51. C -0.796
52. C -0.779
53. C -0.784
54. C -0.826
55. C -0.816
56. C -0.807
57. C -0.866
58. C -0.807
59. C -0.814
60. C -0.771
61. C -0.729
62. H 0.129
63. H 0.133
64. H 0.080
65. H 0.081
66. H 0.114
67. H 0.115
68. H 0.129
69. H 0.087
70. H 0.113
71. H 0.118
72. H 0.124
73. H 0.113
74. H 0.125
75. H 0.094
76. H 0.131
77. H 0.094
78. H 0.076
79. H 0.127
80. H 0.103
81. H 0.100
82. H 0.084
83. H 0.134
84. H 0.103
85. H 0.112
86. H 0.116
87. H 0.089
88. H 0.126
89. H 0.077
90. H 0.119
91. H 0.126
92. H 0.118
93. H 0.118
94. H 0.072
95. H 0.058
96. H 0.108
97. H 0.104
98. H 0.133
99. H 0.086

---

[2]
A cluster of 2 separate species, C5H11O4 in total, computed with wB97M-V/def2-TZVPD.

The geometry in XYZ format:
```
20
Properties=species:S:1:pos:R:3:forces:R:3
O -2.056 -0.710 -1.200 -2.275 0.715 -0.423
O 0.854 0.282 0.041 9.251 4.229 -0.433
O 4.466 0.531 -1.296 -5.117 1.230 0.403
O -0.382 2.254 0.392 -1.072 0.731 0.317
C -1.064 0.153 -0.846 2.646 -2.197 2.141
C 0.007 -0.619 0.121 -2.984 -3.622 0.059
C 1.491 -1.122 -0.053 -0.279 0.729 -0.816
C -0.439 -1.173 1.407 -1.860 -1.710 1.336
C -1.453 1.396 -0.037 -0.406 -0.271 -0.074
H -2.041 1.915 -0.772 -0.918 0.542 0.008
H 2.212 -0.997 0.808 -1.302 -1.321 -0.805
H -1.506 -1.054 1.444 -0.861 0.179 0.565
H 3.316 0.811 -1.202 5.008 -1.253 -0.344
H -1.605 -1.353 -1.731 -0.078 -0.669 -0.459
H 1.791 -1.836 -0.922 -0.366 2.534 0.777
H -2.015 1.062 0.823 -0.565 0.109 0.213
H -0.313 -2.286 1.450 0.028 0.894 -0.210
H -0.815 3.022 0.858 0.602 -1.264 -0.796
H -0.010 -0.805 2.336 0.294 0.484 -0.245
H -0.437 0.531 -1.621 0.254 -0.069 -1.216
```
Positions in Å, forces in eV/Å.

The net charge is 0. Its relative energy (zero: lowest compared OMol25 entry of this formula, charge and spin) is 133.4 kcal/mol. The HOMO energy (spin up / spin down) is -0.33613 / -0.33608 Eh. As for the spin multiplicity: 2. For the HOMO-LUMO gap (spin up / spin down), the calculation gives 9.775 / 7.630 eV.

Computed natural (NBO) charges, given in elementary charges:
1. O -0.697
2. O -0.475
3. O -0.430
4. O -0.703
5. C 0.102
6. C 0.223
7. C -0.262
8. C -0.665
9. C -0.091
10. H 0.180
11. H 0.225
12. H 0.206
13. H 0.428
14. H 0.478
15. H 0.215
16. H 0.172
17. H 0.215
18. H 0.475
19. H 0.232
20. H 0.171

---

[3]
A structure of composition C3H5P, computed with wB97M-V/def2-TZVPD.

The geometry in XYZ format:
```
9
Properties=species:S:1:pos:R:3:forces:R:3
P -1.501 -0.452 -0.832 0.139 0.379 0.273
C -0.892 0.955 -0.090 -0.437 -0.057 -0.153
C 0.348 0.373 0.517 0.044 -0.039 0.015
C -0.026 -1.005 0.006 1.228 -0.242 -1.317
H 0.437 0.463 1.602 -0.052 -0.024 0.048
H 0.252 -1.952 0.440 0.077 -0.118 -0.050
H 1.270 0.756 0.074 0.030 0.008 0.033
H -1.233 1.974 -0.033 -0.062 0.182 -0.067
H 1.345 -1.111 -1.683 -0.967 -0.089 1.218
```
Positions in Å, forces in eV/Å.

The net charge is 0. Its relative energy (zero: lowest compared OMol25 entry of this formula, charge and spin) is 78.6 kcal/mol. The HOMO energy (spin up / spin down) is -0.30735 / -0.33170 Eh. For the HOMO-LUMO gap (spin up / spin down), the calculation gives 8.007 / 8.656 eV.

Computed natural (NBO) charges, given in elementary charges:
1. P 0.631
2. C -0.505
3. C -0.526
4. C -0.437
5. H 0.218
6. H 0.210
7. H 0.231
8. H 0.214
9. H -0.035

---

[4]
An isolated molecule of FNO3S2, computed with wB97M-V/def2-TZVPD.

The geometry in XYZ format:
```
7
Properties=species:S:1:pos:R:3:forces:R:3
S 1.479 0.007 0.777 -0.370 -0.006 0.940
S -0.880 0.077 -0.214 -2.470 -1.690 -0.820
F -1.712 -1.259 -0.829 1.968 2.499 0.229
O -1.111 -0.110 1.162 -0.534 0.287 1.350
O 2.827 0.285 0.485 1.887 0.051 -0.144
O -1.296 1.262 -0.885 0.425 -1.238 -0.121
N 0.692 -0.263 -0.495 -0.906 0.098 -1.433
```
Positions in Å, forces in eV/Å.

The net charge is 0. Its relative energy (zero: lowest compared OMol25 entry of this formula, charge and spin) is 0.0 kcal/mol. The HOMO energy is -0.44833 Eh. For the HOMO-LUMO gap, the calculation gives 9.941 eV.

Computed natural (NBO) charges, given in elementary charges:
1. S 1.590
2. S 2.467
3. F -0.483
4. O -0.921
5. O -0.781
6. O -0.834
7. N -1.039

---

[5]
An isolated molecule of C20H25N3O5, computed with wB97M-V/def2-TZVPD.

The geometry in XYZ format:
```
53
Properties=species:S:1:pos:R:3:forces:R:3
O 2.349 -0.462 3.295 0.022 -0.101 0.083
O 1.221 0.763 -4.981 0.197 -0.257 0.034
O -3.460 -3.683 4.770 0.185 -0.233 -0.031
O -0.297 1.683 0.277 -0.098 0.036 -0.042
O -0.071 2.472 -4.317 -0.037 0.131 -0.113
N -3.823 -1.451 4.468 -0.215 0.387 0.016
N 2.452 0.555 -0.916 0.031 0.158 0.078
N 0.766 0.464 1.909 -0.438 -0.141 0.152
C 0.675 -1.178 -1.266 0.146 0.029 -0.071
C 2.164 1.100 -2.220 -0.199 0.120 -0.152
C 1.199 1.250 -6.323 -0.055 0.332 -0.417
C 2.061 0.212 2.346 0.506 0.201 0.039
C -0.461 -1.371 2.928 -0.009 0.308 -0.101
C -2.578 0.326 3.467 0.011 -0.130 0.042
C 0.551 1.474 -4.064 -0.194 0.054 0.424
C -4.160 -2.707 4.891 -0.455 0.158 0.165
C 2.997 0.977 1.436 -0.037 -0.008 -0.022
C -1.585 -1.863 3.563 -0.079 -0.171 0.066
C 2.110 -0.854 -0.836 -0.109 -0.206 0.013
C 0.709 1.239 0.765 0.206 0.250 -0.182
C 2.140 1.383 0.234 0.364 0.082 -0.059
C 0.406 -0.620 -2.661 -0.086 0.076 0.201
C -5.531 -2.740 5.537 0.088 -0.239 0.013
C -0.390 -0.032 2.570 -0.243 -0.141 0.135
C -1.452 0.820 2.842 0.109 -0.082 0.020
C 2.246 2.334 -6.537 -0.234 -0.261 0.223
C 0.707 0.882 -2.683 0.149 -0.042 -0.207
C -2.657 -1.017 3.835 0.370 0.044 -0.185
H 2.828 0.598 -2.933 -0.023 0.078 -0.042
H 2.291 -1.213 0.179 0.096 -0.071 -0.034
H 2.802 -1.379 -1.504 -0.012 -0.095 0.081
H -1.400 1.859 2.559 0.000 0.063 -0.027
H 2.017 3.196 -5.917 0.003 0.085 0.001
H -0.040 -0.752 -0.560 -0.057 -0.076 0.034
H 2.246 2.639 -7.580 0.031 0.055 -0.123
H 2.307 2.421 -0.064 -0.094 -0.104 0.079
H 3.855 0.370 1.152 -0.056 0.001 0.018
H -3.405 0.990 3.676 -0.090 0.070 0.016
H -5.749 -3.755 5.857 0.023 0.004 -0.013
H 0.027 1.413 -2.012 0.096 -0.008 -0.171
H 1.047 -1.123 -3.388 -0.029 -0.035 -0.036
H 0.539 -2.261 -1.263 -0.026 -0.023 0.051
H 3.234 1.961 -6.276 0.106 -0.017 -0.023
H -6.290 -2.420 4.825 -0.081 0.052 -0.028
H 0.201 1.642 -6.541 0.145 -0.138 -0.008
H -5.557 -2.079 6.400 -0.042 0.070 0.059
H -1.639 -2.900 3.844 0.000 -0.009 0.004
H -0.634 -0.796 -2.941 0.012 -0.047 -0.078
H -4.509 -0.724 4.620 0.077 -0.221 0.018
H 0.367 -2.029 2.720 0.072 -0.050 -0.007
H 3.366 1.846 1.982 -0.034 -0.015 0.049
H 1.402 0.376 -6.946 -0.064 0.091 0.084
H 2.402 2.166 -2.220 0.047 -0.012 -0.026
```
Positions in Å, forces in eV/Å.

The net charge is 0. Its relative energy (zero: lowest compared OMol25 entry of this formula, charge and spin) is 25.4 kcal/mol. The HOMO energy is -0.31365 Eh. For the HOMO-LUMO gap, the calculation gives 9.199 eV.

Computed natural (NBO) charges, given in elementary charges:
1. O -0.554
2. O -0.521
3. O -0.595
4. O -0.572
5. O -0.598
6. N -0.604
7. N -0.434
8. N -0.502
9. C -0.423
10. C -0.197
11. C -0.075
12. C 0.709
13. C -0.120
14. C -0.247
15. C 0.814
16. C 0.687
17. C -0.520
18. C -0.266
19. C -0.223
20. C 0.702
21. C -0.134
22. C -0.391
23. C -0.714
24. C 0.083
25. C -0.173
26. C -0.634
27. C -0.362
28. C 0.166
29. H 0.202
30. H 0.200
31. H 0.199
32. H 0.233
33. H 0.223
34. H 0.207
35. H 0.216
36. H 0.231
37. H 0.255
38. H 0.208
39. H 0.244
40. H 0.255
41. H 0.209
42. H 0.216
43. H 0.208
44. H 0.227
45. H 0.200
46. H 0.227
47. H 0.261
48. H 0.217
49. H 0.395
50. H 0.222
51. H 0.249
52. H 0.187
53. H 0.206

---

[6]
A structure of composition BrH3N2, computed with wB97M-V/def2-TZVPD.

The geometry in XYZ format:
```
6
Properties=species:S:1:pos:R:3:forces:R:3
Br 2.241 0.051 -0.196 0.141 -0.094 -0.034
N -1.042 -0.718 0.041 1.618 0.325 2.088
N -0.184 0.208 0.201 -0.554 -2.225 5.135
H 0.178 0.382 1.224 -1.122 -0.454 -2.480
H -0.056 0.970 -0.352 0.619 2.341 -2.531
H -1.137 -0.893 -0.917 -0.702 0.107 -2.178
```
Positions in Å, forces in eV/Å.

The net charge is 0. Its relative energy (zero: lowest compared OMol25 entry of this formula, charge and spin) is 20.3 kcal/mol. The HOMO energy (spin up / spin down) is -0.34477 / -0.33419 Eh. For the HOMO-LUMO gap (spin up / spin down), the calculation gives 8.277 / 7.399 eV.

Computed natural (NBO) charges, given in elementary charges:
1. Br -0.517
2. N -0.324
3. N -0.322
4. H 0.439
5. H 0.399
6. H 0.325

---

| no. | DFT total energy (eV) |
| --- | --- |
| 1 | -92496.23725 |
| 2 | -13544.38256 |
| 3 | -12475.22903 |
| 4 | -32018.21492 |
| 5 | -35855.63327 |
| 6 | -73068.61910 |